P.
Here is C2H2O3S as an isolated structure from the OMol25 dataset. Energies are from ωB97M-V/def2-TZVPD.

Last column: natural (NBO) charge in e.
Element x y z (Å)
C 0.48 0.00 -0.48  -0.18
C -0.61 -0.13 0.07  -0.28
O 0.32 0.92 2.61  -0.85
O 1.32 -1.23 1.91  -0.86
O 1.99 0.87 0.88  -0.90
S 1.09 0.15 1.72  2.50
H 1.27 0.07 -1.18  0.27
H -1.49 -0.17 0.77  0.30

Calculated values
LUMO energy: 0.005 Ha
Highest occupied orbital energy: -11.36 eV
HOMO-LUMO gap: 0.4230 hartree

Q.
Here is one molecule with the formula C2H2O3S from the OMol25 dataset. Energies are from ωB97M-V/def2-TZVPD.

Last column: natural (NBO) charge in e.
Element x y z (Å)
C -0.15 -0.40 0.66  0.12
C 0.14 0.28 -0.68  0.70
H 1.05 -1.54 -0.09  0.51
H -0.96 1.72 -0.10  0.51
O 0.50 -1.53 0.73  -0.61
O -0.40 1.46 -0.93  -0.64
O 0.93 -0.25 -1.42  -0.57
S -1.10 0.26 1.83  -0.03

Calculated values
LUMO energy: -0.040 Ha
Highest occupied orbital energy: -9.90 eV
HOMO-LUMO gap: 0.3240 hartree
Structure (SMILES): O=C(O)C(O)=S

R.
Here is C2H2O3S as an isolated structure from the OMol25 dataset. Energies are from ωB97M-V/def2-TZVPD.

Last column: natural (NBO) charge in e.
Element x y z (Å)
C 1.24 0.65 0.02  -0.05
C 1.01 -0.55 0.00  -0.36
O -1.14 0.72 -1.21  -0.88
O -1.24 -1.47 -0.12  -0.87
O -1.19 0.52 1.23  -0.90
S -1.07 -0.09 -0.05  2.49
H 0.99 1.67 0.44  0.29
H 1.41 -1.46 -0.32  0.27

Calculated values
LUMO energy: -0.031 Ha
Highest occupied orbital energy: -11.37 eV
HOMO-LUMO gap: 0.3868 hartree

The structure with the least stability is R.

P.
Here is a 2-piece molecular cluster, C3H8NO2 overall from the OMol25 dataset. Energies are from ωB97M-V/def2-TZVPD.

Last column: natural (NBO) charge in e.
Element x y z (Å)
C -0.42 -0.74 0.58  0.98
C 0.83 -0.66 -0.05  -0.69
C 2.22 0.05 0.20  -0.02
N -2.90 0.14 -0.27  -1.12
O -1.11 -0.75 1.52  -0.24
O 2.35 1.33 -0.52  -0.67
H 1.19 -1.63 -0.12  0.33
H 0.41 -0.34 -1.14  0.34
H 2.46 0.27 1.20  0.22
H 2.98 -0.64 -0.28  0.24
H -2.91 0.87 0.43  0.38
H -3.79 -0.47 -0.26  0.40
H -3.03 0.59 -1.23  0.39
H 1.73 1.97 -0.08  0.48

Calculated values
LUMO energy (spin up / spin down): -0.233 / -0.233 Ha
Highest occupied orbital energy (spin up / spin down): -14.70 / -14.70 eV
HOMO-LUMO gap (spin up / spin down): 0.3071 / 0.3070 hartree
Charge: +1

Q.
Here is a 2-piece molecular cluster, C3H8NO2 overall from the OMol25 dataset. Energies are from ωB97M-V/def2-TZVPD.

Last column: natural (NBO) charge in e.
Element x y z (Å)
O -0.43 -1.07 -1.18  -0.65
C -0.12 -1.05 -2.36  0.70
O 0.11 0.04 -3.05  -0.65
H -0.14 -1.99 -2.91  0.13
H -0.11 -0.05 -3.98  0.52
C 0.97 0.25 2.08  -0.46
C -1.15 0.81 1.11  0.11
N -0.05 0.18 1.06  -0.38
H 1.95 0.48 1.62  0.25
H 0.85 1.07 2.79  0.24
H 1.13 -0.68 2.61  0.26
H -1.20 1.76 1.64  0.22
H -1.89 0.75 0.31  0.23
H 0.07 -0.51 0.25  0.48

Calculated values
LUMO energy: -0.170 Ha
Highest occupied orbital energy: -15.45 eV
HOMO-LUMO gap: 0.3979 hartree
Charge: +1

The structure with the least stability is P.

P.
Here is a 2-piece molecular cluster, C11H12NO2 overall from the OMol25 dataset. Energies are from ωB97M-V/def2-TZVPD.

Last column: natural (NBO) charge in e.
Element x y z (Å)
C 0.81 -1.95 -4.78  -0.74
C 1.46 -1.57 -3.42  0.77
O 1.35 -0.37 -3.06  -0.82
O 2.08 -2.49 -2.86  -0.78
H 0.32 -1.07 -5.20  0.20
H 0.01 -2.69 -4.61  0.20
H 1.57 -2.47 -5.36  0.21
C -1.45 3.18 1.02  -0.62
C -0.32 1.43 -0.38  0.00
C -0.74 1.88 0.84  -0.13
C 0.13 -0.22 1.01  0.14
C -0.39 0.85 1.77  -0.10
C 0.46 -1.44 1.59  -0.23
C -0.61 0.64 3.15  -0.21
C 0.32 -1.57 2.95  -0.24
C -0.44 -0.62 3.68  -0.25
N 0.14 0.15 -0.31  -0.52
H -0.31 2.05 -1.26  0.21
H 0.74 -0.32 -0.99  0.47
H -1.31 3.68 2.00  0.20
H -2.54 3.04 0.98  0.21
H 0.90 -2.23 1.00  0.23
H -0.87 1.51 3.74  0.20
H 0.66 -2.43 3.53  0.20
H -0.91 -0.87 4.62  0.20
H -1.06 3.92 0.34  0.21

Calculated values
LUMO energy: 0.118 Ha
Highest occupied orbital energy: -4.47 eV
HOMO-LUMO gap: 0.2820 hartree
Charge: -1

Q.
Here is a 2-piece molecular cluster, C11H12NO2 overall from the OMol25 dataset. Energies are from ωB97M-V/def2-TZVPD.

Last column: natural (NBO) charge in e.
Element x y z (Å)
C 2.23 1.74 -2.37  -0.75
C 0.79 1.40 -3.08  0.78
O 1.09 0.78 -4.16  -0.84
O -0.29 1.54 -2.55  -0.76
H 2.95 1.11 -2.89  0.21
H 2.19 1.58 -1.37  0.18
H 2.38 2.84 -2.77  0.19
C -3.22 0.28 0.34  -0.63
C -1.24 -0.84 -1.11  0.01
C -1.77 -0.25 0.05  -0.06
C 0.46 -0.90 0.57  0.18
C -0.76 -0.36 1.20  -0.09
C 1.54 -1.34 1.32  -0.29
C -0.68 0.04 2.52  -0.18
C 1.55 -0.98 2.72  -0.20
C 0.62 -0.10 3.26  -0.30
N 0.10 -1.23 -0.74  -0.55
H -1.68 -0.90 -2.10  0.25
H 0.82 -1.59 -1.41  0.42
H -3.42 0.53 -0.62  0.23
H -3.25 0.97 1.14  0.21
H 2.26 -2.16 1.00  0.21
H -1.58 0.31 2.92  0.20
H 2.38 -1.57 3.28  0.20
H 0.54 -0.32 4.38  0.20
H -4.02 -0.57 0.48  0.19

Calculated values
LUMO energy: 0.120 Ha
Highest occupied orbital energy: -3.72 eV
HOMO-LUMO gap: 0.2568 hartree
Charge: -1

R.
Here is a 2-piece molecular cluster, C11H12NO2 overall from the OMol25 dataset. Energies are from ωB97M-V/def2-TZVPD.

Last column: natural (NBO) charge in e.
Element x y z (Å)
C -2.93 1.86 -0.66  -0.63
C 0.21 0.30 0.64  0.14
C -1.14 0.71 0.83  -0.11
C -1.58 1.18 -0.43  -0.12
C -0.54 1.06 -1.29  -0.03
C 0.90 -0.21 1.75  -0.21
C 0.28 -0.50 2.93  -0.26
C -1.11 -0.19 3.01  -0.24
C -1.84 0.37 2.00  -0.23
N 0.57 0.56 -0.66  -0.54
H 2.00 -0.30 1.66  0.22
H 0.78 -1.03 3.73  0.20
H 1.55 0.31 -1.15  0.46
H -1.55 -0.36 3.99  0.18
H -0.59 1.34 -2.34  0.19
H -2.91 0.43 2.17  0.20
H -3.65 1.51 0.11  0.21
H -3.32 1.92 -1.67  0.21
H -2.63 2.90 -0.45  0.21
C 2.02 -2.07 -2.30  -0.74
C 3.07 -1.15 -1.57  0.78
O 4.10 -1.76 -1.24  -0.73
O 2.92 0.11 -1.58  -0.77
H 1.01 -1.67 -2.27  0.20
H 2.09 -3.06 -1.87  0.21
H 2.29 -2.25 -3.33  0.21

Calculated values
LUMO energy: 0.122 Ha
Highest occupied orbital energy: -4.46 eV
HOMO-LUMO gap: 0.2863 hartree
Charge: -1

The structure with the least stability is Q.

P.
Here is a 2-piece molecular cluster, C2H9NO overall from the OMol25 dataset. Energies are from ωB97M-V/def2-TZVPD.

Last column: natural (NBO) charge in e.
Element x y z (Å)
C -0.98 -0.55 -0.20  -0.40
N -0.17 0.65 -0.27  -0.61
C -1.10 1.77 0.12  -0.45
H -1.80 -0.63 -0.87  0.18
H -0.18 -1.38 -0.35  0.17
H -1.29 -0.79 0.66  0.18
H 0.04 0.87 -1.24  0.36
H -2.05 1.87 -0.45  0.18
H -0.41 2.63 0.03  0.21
H -1.33 1.81 1.21  0.20
H 1.32 -1.02 0.42  0.47
H 1.68 -2.42 0.49  0.45
O 2.21 -1.60 0.31  -0.93

Calculated values
LUMO energy: 0.034 Ha
Highest occupied orbital energy: -9.84 eV
HOMO-LUMO gap: 0.3950 hartree
Structure (SMILES): CNC.O

Q.
Here is a 2-piece molecular cluster, C2H9NO overall from the OMol25 dataset. Energies are from ωB97M-V/def2-TZVPD.

Last column: natural (NBO) charge in e.
Element x y z (Å)
C 0.44 -1.92 -0.37  -0.25
C -1.02 1.19 0.52  -0.41
H 1.14 -0.17 -0.38  0.49
H 0.70 -2.95 -0.71  0.17
H 0.29 -2.02 0.68  0.15
H -0.50 -1.64 -0.88  0.15
H 0.36 1.90 -0.83  0.37
H 0.90 1.78 0.69  0.36
H -0.91 0.67 1.47  0.20
H -1.53 2.17 0.70  0.17
H -1.67 0.67 -0.18  0.20
N 0.32 1.35 0.00  -0.84
O 1.47 -1.04 -0.71  -0.76

Calculated values
LUMO energy: 0.033 Ha
Highest occupied orbital energy: -9.46 eV
HOMO-LUMO gap: 0.3804 hartree
Structure (SMILES): CN.CO

R.
Here is a 2-piece molecular cluster, C2H9NO overall from the OMol25 dataset. Energies are from ωB97M-V/def2-TZVPD.

Last column: natural (NBO) charge in e.
Element x y z (Å)
C 0.48 0.65 -0.47  -0.64
C 1.36 1.83 -0.32  -0.22
N 2.64 1.64 -1.11  -0.85
H -0.55 0.69 -0.09  0.22
H 0.67 0.35 -1.52  0.23
H 0.78 -0.24 0.15  0.20
H 0.93 2.80 -0.54  0.19
H 1.73 1.76 0.81  0.16
H 2.89 2.55 -1.47  0.35
H 3.41 1.39 -0.50  0.36
H -4.37 -4.26 1.07  0.47
H -5.30 -4.29 2.23  0.47
O -4.67 -4.85 1.76  -0.93

Calculated values
LUMO energy: 0.036 Ha
Highest occupied orbital energy: -9.42 eV
HOMO-LUMO gap: 0.3822 hartree
Structure (SMILES): CCN.O

S.
Here is a 3-piece molecular cluster, C2H9NO overall from the OMol25 dataset. Energies are from ωB97M-V/def2-TZVPD.

Last column: natural (NBO) charge in e.
Element x y z (Å)
N 1.84 0.71 0.68  -1.10
H 2.55 1.21 1.27  0.37
H 1.41 -0.52 -2.72  0.02
H 1.03 1.31 0.41  0.37
H 1.44 -0.05 1.23  0.36
C -1.12 -0.89 0.78  -0.12
O -1.16 0.52 1.08  -0.49
C -1.41 0.09 -0.26  -0.12
H -0.26 -1.46 0.63  0.18
H -1.94 -1.39 1.27  0.19
H -0.69 0.61 -0.93  0.19
H -2.43 0.02 -0.63  0.18
H 0.74 -0.16 -2.80  -0.02

Calculated values
LUMO energy: 0.044 Ha
Highest occupied orbital energy: -9.69 eV
HOMO-LUMO gap: 0.3996 hartree
Structure (SMILES): [H][H].C1CO1.N

The structure with the least stability is S.